{
  "formula": "C38H57AuNOP2",
  "method": "ωB97M-V/def2-TZVPD",
  "symbols": ["C", "H", "C", "H", "C", "P", "C", "C", "H", "H", "C", "H", "C", "H", "C", "H", "H", "H", "C", "C", "C", "C", "H", "H", "H", "H", "H", "C", "H", "C", "C", "H", "H", "H", "H", "H", "C", "Au", "O", "C", "H", "H", "C", "H", "H", "H", "C", "C", "H", "H", "C", "C", "C", "C", "H", "C", "H", "H", "H", "H", "C", "H", "H", "C", "C", "C", "H", "N", "H", "C", "H", "C", "H", "P", "H", "H", "H", "H", "C", "C", "H", "H", "H", "H", "C", "H", "C", "C", "H", "H", "H", "H", "H", "H", "H", "H", "H", "H", "C", "C"],
  "xyz": [[-2.0376, -3.9265, 1.0806], [3.4805, -0.7744, -2.8876], [1.4720, 2.7221, 3.2244], [-2.3744, 0.3655, 5.3665], [3.5259, 4.5779, -0.0783], [-0.6920, -2.6807, -0.9781], [-1.2626, 2.0036, 3.4228], [-1.6552, -2.7433, -2.5466], [3.7978, 0.0201, -0.9296], [2.9666, 0.9861, 1.9684], [1.0491, -2.7391, -1.5445], [4.5916, -5.4215, -2.1566], [1.1333, 1.4383, 2.8608], [-0.5709, 0.0164, -3.3934], [1.9306, -0.8733, 1.9200], [-0.2247, -3.9429, -3.6975], [-3.0045, -3.7256, 0.6171], [-3.7057, -2.5691, -3.1867], [3.7201, 2.1107, -0.5488], [-0.5491, 1.0648, -3.6783], [-3.2367, 2.8158, -0.3527], [-0.9663, -4.2038, 0.0249], [4.7838, 2.1717, -0.3588], [0.4974, 1.3689, -3.7353], [3.2752, 1.0720, 4.4378], [3.6306, -5.6417, -3.6116], [-0.1219, 3.7435, -3.0123], [2.9341, -4.0698, -2.3308], [-1.2559, 4.9185, -0.7064], [3.1680, 0.8958, -0.8961], [3.5747, -5.4066, -2.5479], [-2.1281, 4.8835, 0.8149], [-3.5643, 1.7827, -0.4871], [-4.4367, 0.5743, 3.0008], [3.0261, 5.3986, -0.5926], [-3.2581, 0.7878, 1.7110], [-0.8225, 3.2435, 3.8188], [-1.1087, -0.5933, -0.0680], [-0.6648, 0.0360, 2.2585], [2.9881, -1.6642, -2.5220], [-3.4210, -1.8999, -1.5764], [3.4331, 4.7583, 0.9954], [1.5519, 3.1279, -0.6367], [2.2624, -0.3596, 4.6180], [-2.3818, 1.6783, -2.7733], [-2.1534, -4.8029, 1.7184], [2.9432, 0.1609, 3.9431], [-1.7615, 2.9203, 0.0637], [3.0153, -6.2025, -2.0594], [-1.4118, 3.5264, -4.1862], [3.5561, -2.9001, -2.7628], [1.7569, -1.5497, -1.8571], [2.2494, 0.4489, 2.6042], [-3.1543, -2.7094, -2.2575], [-3.2572, 2.5870, 3.4715], [-1.3537, 4.3781, 0.2352], [-1.7102, -3.5267, -4.5413], [-0.0088, -4.3337, 0.5460], [-3.4411, 3.3502, -1.2807], [2.8761, -1.3865, 1.7263], [2.9310, 3.2563, -0.4470], [-0.6172, -5.7567, -1.5196], [-2.9731, -0.4074, 2.9691], [-1.3065, -5.4989, -0.7186], [-3.3679, 0.5858, 2.7768], [0.9564, 1.9218, -0.9320], [-1.6974, 2.4547, 1.0513], [1.1503, -0.3545, -1.5416], [-0.4276, 4.4867, 0.7963], [-2.7166, 1.6492, 3.6547], [-1.5303, 3.9512, 4.2346], [1.6780, -3.9603, -1.7395], [-3.4970, -3.6458, -1.8190], [-0.8574, 1.6683, -0.9561], [-1.7926, 4.0999, -2.5685], [2.5123, 3.0250, 3.1986], [0.8165, 4.6152, 3.9860], [1.3188, -1.5193, 2.5467], [1.7848, 0.7728, -1.1638], [0.5142, 3.6209, 3.6870], [-1.3206, -6.3244, -0.0065], [-1.7857, -3.0719, 1.7085], [4.5851, 4.6174, -0.3269], [-3.9590, 1.1310, 5.3458], [-1.1583, 3.4182, -3.1308], [-2.3031, -5.4419, -1.1551], [-1.3004, -3.8160, -3.5727], [-2.9030, 1.2904, 5.1302], [-1.3836, -1.7730, -2.9836], [-3.8614, 3.2628, 0.4210], [1.4164, -0.7471, 0.9743], [0.9459, 4.0147, -0.5332], [-2.5275, 2.0720, 5.7891], [-1.7286, -4.7840, -3.3191], [-0.9777, 1.1665, -4.6758], [1.1870, -4.8770, -1.4435], [3.8114, -0.4796, 3.7863], [4.5007, -2.9600, -3.2886], [-0.2875, 1.0914, 2.8284], [-1.3237, 1.9580, -2.7133]],
  "forces_ev_per_a": [[-0.05, 0.02, 0.07], [-0.01, 0.03, 0.01], [0.05, -0.09, 0.00], [0.04, -0.03, 0.00], [0.10, 0.12, -0.02], [-0.09, -0.10, 0.20], [0.17, -0.05, -0.11], [0.04, 0.13, -0.21], [0.01, -0.03, -0.01], [-0.02, -0.06, 0.07], [-0.05, -0.01, 0.00], [0.03, 0.01, 0.00], [-0.23, 0.01, 0.01], [-0.03, 0.00, 0.02], [0.11, -0.08, -0.01], [0.01, 0.04, 0.01], [-0.03, 0.01, -0.02], [-0.02, 0.02, -0.05], [-0.09, -0.09, -0.06], [0.03, -0.03, -0.03], [-0.07, 0.01, -0.04], [0.16, -0.12, 0.08], [0.04, 0.03, 0.03], [0.02, 0.01, 0.01], [0.01, 0.03, 0.01], [0.02, 0.00, -0.03], [0.02, -0.02, 0.00], [0.01, 0.08, -0.01], [0.01, -0.03, 0.01], [0.10, 0.10, 0.02], [0.02, -0.09, 0.00], [-0.04, 0.00, 0.01], [0.03, -0.03, 0.04], [0.00, 0.00, -0.01], [-0.03, -0.01, 0.01], [0.07, 0.02, -0.03], [-0.13, -0.01, -0.05], [-0.02, 0.41, -0.61], [0.03, 0.17, 0.45], [0.13, -0.11, -0.05], [0.02, 0.03, 0.01], [-0.02, 0.01, 0.02], [-0.05, 0.11, 0.01], [-0.04, -0.01, 0.03], [0.05, 0.06, 0.06], [-0.01, -0.02, 0.04], [0.06, -0.03, 0.07], [-0.16, -0.14, 0.12], [-0.02, 0.00, 0.01], [-0.01, 0.00, -0.02], [-0.10, 0.06, 0.05], [-0.17, 0.18, 0.05], [0.13, 0.19, -0.13], [-0.05, 0.00, 0.03], [-0.04, -0.06, 0.08], [0.09, 0.16, -0.05], [-0.02, 0.00, -0.02], [-0.05, 0.01, -0.04], [0.05, 0.03, -0.02], [-0.01, -0.03, 0.00], [0.08, -0.10, -0.02], [0.03, 0.02, 0.03], [0.05, -0.04, 0.03], [-0.06, 0.02, -0.04], [-0.12, -0.01, -0.05], [-0.11, -0.06, 0.00], [0.05, 0.05, -0.01], [0.31, -0.02, -0.05], [0.00, -0.04, 0.03], [-0.03, 0.24, -0.13], [-0.03, 0.00, 0.00], [0.08, -0.04, -0.04], [-0.02, -0.06, 0.03], [0.01, -0.31, 0.24], [-0.03, -0.03, -0.01], [0.03, -0.01, 0.00], [0.01, 0.04, 0.01], [-0.04, -0.01, 0.05], [-0.04, -0.17, 0.01], [0.05, 0.08, 0.00], [0.03, -0.02, 0.02], [0.04, 0.01, -0.01], [0.01, 0.00, 0.01], [-0.04, 0.02, 0.02], [0.02, 0.07, 0.00], [-0.04, 0.01, -0.01], [0.05, -0.10, -0.01], [0.00, -0.11, 0.11], [-0.02, -0.10, 0.07], [-0.01, -0.01, 0.04], [-0.06, 0.02, -0.09], [0.01, 0.00, 0.01], [-0.01, 0.02, 0.01], [-0.02, 0.00, 0.03], [0.00, 0.00, -0.03], [-0.04, 0.01, 0.01], [0.02, -0.01, -0.02], [0.03, 0.01, -0.01], [0.02, -0.24, -0.02], [-0.17, 0.05, -0.16]],
  "lowdin_spin": [0.000, 0.002, -0.009, 0.000, 0.023, 0.010, 0.148, 0.004, 0.006, 0.005, 0.066, 0.003, 0.162, 0.001, 0.000, 0.000, 0.000, 0.000, -0.014, 0.003, 0.000, 0.001, -0.003, 0.000, 0.000, 0.004, 0.000, 0.071, 0.000, 0.117, 0.013, 0.000, 0.000, 0.000, 0.003, 0.000, -0.008, 0.019, 0.311, 0.065, 0.000, 0.009, -0.008, 0.000, 0.000, 0.000, 0.012, 0.004, 0.000, 0.000, -0.013, 0.013, 0.019, 0.001, 0.003, 0.000, 0.000, 0.000, 0.000, 0.000, 0.128, 0.000, 0.000, 0.000, 0.001, 0.100, 0.002, 0.373, 0.001, 0.015, -0.003, -0.005, 0.000, 0.015, 0.000, -0.004, 0.011, 0.000, 0.012, 0.205, 0.000, 0.000, 0.001, 0.001, 0.001, 0.000, 0.000, 0.011, 0.000, 0.000, -0.001, -0.003, 0.000, 0.000, 0.000, -0.002, 0.001, -0.002, 0.088, 0.007],
  "de_lowest_kcal_mol": 9.1,
  "gap_ev": [8.33, 6.30],
  "total_charge": 1,
  "multiplicity": 3
}

{
  "formula": "C38H57BCdF4N5O2S4",
  "method": "ωB97M-V/def2-TZVPD",
  "symbols": ["O", "H", "C", "H", "C", "F", "H", "H", "H", "C", "H", "C", "F", "S", "H", "N", "H", "H", "C", "B", "H", "C", "C", "H", "C", "H", "F", "N", "C", "C", "H", "H", "H", "H", "H", "C", "H", "S", "H", "C", "H", "H", "H", "C", "C", "H", "N", "H", "C", "C", "H", "C", "Cd", "H", "C", "H", "H", "C", "H", "O", "H", "H", "C", "C", "C", "H", "H", "H", "C", "C", "F", "H", "C", "N", "C", "H", "C", "C", "H", "C", "H", "H", "S", "C", "C", "H", "H", "C", "H", "H", "H", "H", "H", "H", "H", "C", "C", "C", "H", "N", "H", "H", "C", "C", "C", "H", "S", "H", "H", "H", "H", "H"],
  "xyz": [[0.7670, 1.8415, 1.4898], [0.7565, 4.8714, -0.3207], [-3.6675, -1.0415, 1.8007], [-1.1029, -5.1098, -1.5727], [2.4911, -2.4389, 3.6081], [-2.2963, -0.9243, -5.9172], [2.4047, -1.1926, -3.3298], [-0.0255, -1.7970, 3.5334], [3.4359, 0.2404, -3.1574], [-4.9163, 2.0965, 4.6414], [4.3748, -1.5155, -1.9201], [-4.8880, 1.2041, -1.7985], [-3.9226, 0.2401, -4.7654], [-4.8615, 2.5095, 0.3966], [2.5534, -2.6002, -1.6602], [-2.3056, 2.7773, -2.9615], [-3.3339, 3.1735, 5.7101], [2.8341, 0.1695, 4.3245], [-3.3176, 0.4357, 1.5900], [-2.5547, 0.0368, -4.9553], [1.9634, 0.7170, -6.0043], [2.7784, -1.7255, 0.3777], [-2.9044, -1.9245, 2.4996], [-5.8754, 0.8272, 3.0923], [-0.3075, -3.0932, -1.3305], [3.4845, -2.7221, 3.2688], [-1.9359, -0.2885, -3.7341], [1.1080, 0.6105, -1.6754], [2.0903, -2.3033, -0.7313], [-4.0853, 0.9720, 0.3768], [-0.5195, 1.8536, -4.1108], [-1.9503, -1.6356, 2.9106], [-0.6271, -4.7096, 0.0888], [6.1906, -1.7038, 1.1933], [1.9120, 5.9648, 1.7752], [-5.3123, 2.3792, -1.2529], [3.1313, -0.4532, -4.7572], [-2.5410, 2.0281, 3.6983], [-2.0724, 2.3037, -0.5788], [2.5750, 4.2208, 0.7052], [0.0388, -0.1046, 3.0025], [-3.7394, -0.5521, -1.1065], [3.8760, -0.0916, 2.9371], [-4.7277, -3.2674, 2.0332], [0.8243, 0.9866, -2.8750], [-5.7681, 2.3095, 5.2728], [-1.1903, 2.0555, -1.0208], [0.6146, -5.0492, -1.1219], [1.2272, 1.1176, -5.3137], [1.0406, 4.1787, 2.6251], [-5.0441, 0.9140, -2.8282], [0.0455, -2.9578, -2.8145], [-0.2749, 0.1869, 0.1398], [-2.4574, 2.4434, -3.9076], [0.5870, -0.8949, 3.5179], [5.9227, -1.6589, -1.0886], [-0.7165, -3.4377, -3.4337], [1.8221, -1.4928, 1.3914], [-3.1590, 2.8027, -2.4207], [-1.9675, 0.6242, 1.4773], [1.2579, 3.2193, -0.7765], [5.4954, 0.4395, 0.1373], [5.1385, -1.9391, 1.3842], [-1.2587, 2.1989, -2.2960], [2.6833, -0.2431, -3.7900], [-2.0192, -2.5430, -0.0755], [-0.3275, -2.1238, 1.4545], [5.0331, -3.0260, 1.4145], [4.4346, 0.1696, 0.1913], [4.8629, -1.9229, -1.0346], [-1.9819, 1.3009, -5.3946], [0.3149, 4.8184, 3.1257], [-3.5047, -3.2064, 2.6281], [1.5261, 0.6070, -3.9833], [-4.1760, 0.4057, -0.8616], [4.7792, -3.0108, -1.0700], [2.8395, 0.0252, 3.2392], [1.9595, -1.1838, 2.8895], [0.7248, -0.5875, 4.5585], [1.2404, 3.9544, 0.0268], [3.0632, 3.2665, 0.9150], [4.8919, -1.5538, 2.3676], [-5.1417, -1.7740, 1.3030], [0.5430, -1.8942, 0.8528], [0.7359, -2.4156, -0.4636], [1.8495, -0.0818, -1.6361], [1.2921, 2.2093, -5.3513], [-3.6571, 2.5569, 4.8860], [1.3597, 3.3997, 3.3175], [-1.7117, -1.4402, -1.4406], [1.8244, -3.2822, 3.4149], [-5.3891, -4.1154, 1.9553], [2.5290, -2.2713, 4.6900], [0.2408, 0.8079, -5.6612], [-5.8835, 3.1619, -1.7274], [-3.7668, 1.1821, 2.8486], [-1.6962, -2.4864, -1.1171], [2.2173, 4.9406, 2.0045], [-2.4352, -3.0063, -1.7334], [-0.2090, 1.8750, -3.1478], [3.9386, 0.5587, -0.7021], [1.0050, -3.4320, -3.0366], [-4.9763, 1.2993, 3.4647], [4.2638, -1.3583, 0.2636], [-0.3607, -4.5847, -0.9633], [3.0581, 4.9980, 2.6967], [0.1953, 3.2266, 1.3119], [3.2416, 4.8114, 0.0753], [3.9885, 0.6721, 1.0459], [0.0876, -1.9078, -3.1117], [-3.0414, -4.0452, 3.1289], [2.4397, 0.9239, 2.7694]],
  "forces_ev_per_a": [[0.01, -0.01, 0.01], [0.00, 0.00, 0.01], [-0.01, 0.00, 0.02], [0.00, 0.00, 0.00], [0.00, 0.01, -0.01], [0.02, 0.01, -0.02], [0.00, 0.00, 0.01], [-0.01, 0.00, 0.00], [0.00, 0.00, 0.00], [0.00, 0.00, 0.00], [0.01, 0.00, 0.00], [0.00, -0.01, 0.01], [0.00, 0.00, -0.02], [0.00, 0.01, -0.01], [0.00, 0.00, 0.00], [-0.01, 0.02, 0.02], [0.00, 0.00, 0.00], [0.00, 0.00, 0.00], [0.02, 0.01, 0.00], [-0.01, 0.03, 0.01], [0.00, 0.00, 0.00], [0.00, 0.00, 0.00], [0.00, 0.00, 0.01], [0.00, 0.00, 0.00], [0.01, 0.00, 0.01], [0.01, 0.00, 0.00], [-0.03, -0.03, -0.04], [0.04, 0.00, -0.01], [-0.03, 0.05, -0.03], [-0.02, -0.02, 0.00], [0.00, 0.01, 0.01], [0.00, 0.00, 0.01], [0.00, 0.00, 0.00], [0.00, 0.00, 0.00], [0.00, 0.00, 0.01], [0.00, 0.00, 0.01], [0.00, 0.00, 0.00], [-0.01, 0.00, 0.00], [0.02, 0.01, 0.04], [-0.01, 0.00, 0.00], [0.00, -0.01, 0.00], [-0.01, 0.00, 0.00], [0.01, -0.01, 0.00], [0.00, 0.00, -0.01], [-0.02, 0.03, -0.01], [0.00, 0.00, 0.00], [-0.11, -0.04, -0.07], [0.00, 0.00, 0.00], [0.00, 0.00, 0.01], [0.01, 0.00, 0.00], [0.00, 0.00, 0.00], [0.03, -0.03, -0.01], [0.06, 0.05, 0.15], [0.02, 0.02, -0.01], [0.00, 0.00, 0.00], [0.00, 0.00, 0.00], [0.00, 0.00, 0.01], [0.03, 0.00, 0.02], [0.00, -0.01, 0.00], [-0.05, -0.01, -0.05], [0.00, 0.01, 0.00], [0.00, 0.00, 0.00], [0.00, 0.00, 0.00], [0.05, 0.05, 0.01], [-0.01, 0.00, -0.01], [0.02, 0.00, 0.01], [0.02, 0.00, 0.01], [0.00, 0.00, 0.00], [-0.01, 0.00, 0.00], [0.00, 0.00, 0.01], [0.01, 0.00, -0.02], [0.00, 0.01, -0.01], [0.00, 0.00, 0.00], [0.01, 0.00, 0.00], [0.01, 0.02, -0.01], [0.00, 0.00, 0.00], [0.00, -0.01, -0.01], [0.00, 0.02, 0.01], [0.00, 0.00, 0.00], [0.00, -0.01, 0.00], [0.00, 0.00, 0.00], [0.00, 0.01, 0.01], [0.00, -0.01, -0.01], [-0.02, -0.05, -0.05], [0.03, -0.04, 0.02], [-0.01, 0.00, -0.01], [-0.01, 0.00, 0.00], [0.00, 0.00, 0.00], [-0.01, 0.00, 0.01], [0.00, 0.00, -0.03], [0.00, 0.00, 0.00], [0.00, 0.00, 0.00], [0.00, 0.00, 0.00], [0.00, -0.01, 0.00], [0.00, 0.00, 0.00], [0.04, 0.01, 0.01], [-0.01, 0.04, -0.03], [0.00, 0.00, -0.01], [-0.01, -0.01, 0.02], [-0.01, -0.07, -0.01], [0.00, 0.00, 0.00], [0.00, 0.01, 0.00], [0.00, 0.00, 0.01], [0.00, -0.01, 0.00], [-0.03, 0.00, 0.00], [0.00, -0.01, 0.00], [-0.01, -0.02, 0.00], [0.00, 0.00, 0.00], [0.00, 0.00, 0.00], [-0.01, 0.00, 0.01], [0.00, 0.00, 0.00], [0.00, 0.01, 0.00]],
  "lowdin_charge": [-0.618, 0.099, -0.451, 0.078, -0.046, 0.129, 0.064, 0.065, 0.085, -0.197, 0.052, -0.184, 0.112, 1.054, 0.080, 0.185, 0.051, 0.081, -0.646, -1.239, 0.084, -0.146, -0.131, 0.107, -0.554, 0.054, 0.114, 0.096, -0.082, -0.480, 0.089, 0.084, 0.081, 0.077, 0.107, -0.434, 0.087, 1.059, 0.036, -0.236, 0.050, 0.099, 0.048, -0.425, -0.428, 0.091, 0.053, 0.081, -0.033, -0.298, 0.098, -0.050, 1.429, 0.079, -0.077, 0.080, 0.089, -0.162, 0.067, -0.368, 0.063, 0.081, -0.061, -0.492, -0.049, 0.066, 0.075, 0.089, -0.043, -0.076, 0.024, 0.082, -0.183, -0.131, -0.146, 0.089, -0.057, -0.516, 0.086, -0.323, 0.105, 0.045, 1.049, -0.164, -0.271, 0.016, 0.096, -0.431, 0.090, 0.045, 0.088, 0.054, 0.080, 0.082, 0.060, -0.489, -0.065, -0.232, 0.095, 0.152, 0.066, 0.075, -0.151, -0.520, -0.048, 0.109, 0.916, 0.111, 0.053, 0.067, 0.097, 0.053],
  "de_lowest_kcal_mol": 2.3,
  "gap_ev": 6.41,
  "total_charge": -1
}